{
  "formula": "ClH5OSi2",
  "method": "ωB97M-V with the def2-TZVPD basis set",
  "symbols": ["O", "Si", "Si", "Cl", "H", "H", "H", "H", "H"],
  "xyz": [[-0.38106, -0.39322, 0.09141], [-1.57128, 0.70138, -0.03473], [1.65016, -0.86923, 0.08941], [2.63327, 0.80040, 0.02148], [-0.76369, 1.94060, -0.20557], [-2.37824, 0.58392, -1.35255], [-2.57414, 0.58857, 1.11154], [2.18302, -1.63972, -1.00549], [1.20195, -1.71271, 1.28450]],
  "forces_ev_per_angstrom": [[3.632, -1.560, -0.285], [0.135, -0.018, -1.060], [-6.226, -1.084, 1.181], [0.959, 1.648, 0.397], [-0.629, 0.461, 0.375], [0.406, -0.058, 0.913], [0.658, 0.249, -0.510], [-0.194, -0.348, -0.501], [1.260, 0.708, -0.510]],
  "energy_ev": -30406.8682,
  "homo_lumo_gap_ev": 10.12,
  "charge": 0,
  "homo_ha": -0.3650,
  "e_lumo_ev": 0.19,
  "smiles": "[SiH3]O[SiH2]Cl",
  "relative_energy_kj_mol": 202.0
}



{
  "formula": "ClH5Si3",
  "method": "ωB97M-V with the def2-TZVPD basis set",
  "symbols": ["Si", "Si", "Si", "Cl", "H", "H", "H", "H", "H"],
  "xyz": [[-1.23254, -0.66364, 0.31708], [0.39946, 0.91160, -0.47457], [2.51099, 0.17119, -0.78921], [2.75243, -0.86866, 0.98804], [-2.24006, -1.07738, -0.62298], [-1.92545, 0.00342, 1.36604], [0.21180, 1.57946, -1.79311], [0.45193, 2.09782, 0.33474], [-0.92855, -2.15381, 0.67398]],
  "forces_ev_per_angstrom": [[0.668, -1.483, -0.405], [-1.156, -0.405, -0.572], [1.449, -0.363, -0.376], [0.023, -0.192, 0.340], [-0.610, 0.396, -0.949], [-0.428, 0.407, 1.014], [-0.499, -0.337, -0.146], [0.012, 0.586, 0.950], [0.542, 1.390, 0.144]],
  "energy_ev": -36234.4913,
  "homo_lumo_gap_ev": 6.99,
  "charge": 0,
  "homo_ha": -0.3066,
  "e_lumo_ev": -1.35,
  "relative_energy_kj_mol": 11.2
}



{
  "formula": "ClHN4",
  "method": "ωB97M-V with the def2-TZVPD basis set",
  "symbols": ["N", "N", "N", "N", "Cl", "H"],
  "xyz": [[0.84369, 0.19542, 2.38962], [0.35377, 1.18607, 2.38767], [-0.17024, 2.39843, -0.40864], [-0.59450, 1.47329, -0.83470], [0.28829, -1.41058, -0.19689], [0.48062, -0.41330, -0.94495]],
  "forces_ev_per_angstrom": [[-0.992, 2.198, 0.189], [1.044, -2.117, 0.054], [-0.847, -1.714, -0.833], [0.716, 2.118, 0.726], [-0.018, -0.763, 0.212], [0.097, 0.279, -0.349]],
  "energy_ev": -18500.7750,
  "homo_lumo_gap_ev": 12.79,
  "charge": 0,
  "homo_ha": -0.4303,
  "e_lumo_ev": 1.09,
  "smiles": "N#N.N#N.Cl",
  "relative_energy_kj_mol": 0.0
}



{
  "formula": "ClHNO2S",
  "method": "ωB97M-V with the def2-TZVPD basis set",
  "symbols": ["N", "O", "O", "S", "Cl", "H"],
  "xyz": [[-0.83114, -0.07445, 0.37388], [1.80464, -0.64235, 0.56307], [0.88810, 1.54815, -0.26861], [0.91510, 0.06340, -0.36896], [-1.52766, -1.58439, -0.19941], [-1.24905, 0.68966, -0.09998]],
  "forces_ev_per_angstrom": [[1.528, -1.431, 0.881], [-0.341, 0.368, 0.185], [0.467, -0.301, 0.192], [-0.506, 0.354, -0.354], [-0.230, 0.436, -0.005], [-0.918, 0.575, -0.900]],
  "energy_ev": -28959.3381,
  "homo_lumo_gap_ev": 7.63,
  "charge": -1,
  "homo_ha": -0.1420,
  "e_lumo_ev": 3.76,
  "relative_energy_kj_mol": 105.4
}



{
  "formula": "ClHNO2S2",
  "method": "ωB97M-V with the def2-TZVPD basis set",
  "symbols": ["N", "O", "O", "S", "S", "Cl", "H"],
  "xyz": [[-0.49446, -0.77862, 0.64665], [0.89804, 0.46852, -1.03594], [0.37546, -1.95456, -1.26211], [-1.50570, 0.33439, 1.28517], [-0.36362, -0.75799, -1.00135], [-0.34665, 2.13347, 1.60750], [1.43694, 0.55479, -0.23991]],
  "forces_ev_per_angstrom": [[-1.021, 0.330, 0.440], [-1.076, -0.146, -1.327], [0.396, -1.963, -1.047], [0.296, -0.593, -0.428], [1.866, 2.659, 1.874], [0.076, 0.235, 0.082], [-0.536, -0.521, 0.406]],
  "energy_ev": -39795.0411,
  "homo_lumo_gap_ev": 7.60,
  "charge": -1,
  "homo_ha": -0.1447,
  "e_lumo_ev": 3.66,
  "relative_energy_kj_mol": 48.6
}



{
  "formula": "ClHNOPS",
  "method": "ωB97M-V with the def2-TZVPD basis set",
  "symbols": ["N", "O", "P", "S", "Cl", "H"],
  "xyz": [[1.22975, -0.90406, 0.72400], [0.24269, -0.71806, -1.68642], [0.53082, -0.16516, -0.36641], [-0.61372, 1.58408, 0.10963], [-2.35485, 0.65089, -0.38776], [0.96531, -0.44769, 1.60696]],
  "forces_ev_per_angstrom": [[0.938, -0.194, 2.698], [0.257, 0.678, -0.248], [-2.085, 0.259, -2.296], [0.307, -0.701, -0.153], [-0.057, 0.295, 0.011], [0.640, -0.337, -0.013]],
  "energy_ev": -36199.8835,
  "homo_lumo_gap_ev": 9.06,
  "charge": 0,
  "homo_ha": -0.3826,
  "e_lumo_ev": -1.35,
  "relative_energy_kj_mol": 56.1
}



{
  "formula": "ClHO4",
  "method": "ωB97M-V with the def2-TZVPD basis set",
  "symbols": ["O", "O", "O", "O", "Cl", "H"],
  "xyz": [[1.26910, -0.79025, 0.02227], [0.41976, 0.96576, 1.24468], [0.42500, 0.99770, -1.08072], [-1.09728, -0.32779, 0.10831], [0.38664, 0.25766, 0.07185], [-1.40321, -1.10307, -0.36639]],
  "forces_ev_per_angstrom": [[1.573, -2.773, 0.228], [-0.223, 1.344, 1.940], [-0.153, 2.023, -2.259], [-1.259, 0.665, 1.399], [-0.904, -0.805, -0.601], [0.967, -0.454, -0.706]],
  "energy_ev": -20719.8217,
  "homo_lumo_gap_ev": 12.33,
  "charge": 0,
  "homo_ha": -0.4415,
  "e_lumo_ev": 0.32,
  "relative_energy_kj_mol": 7.2
}



{
  "formula": "ClHf",
  "method": "ωB97M-V with the def2-TZVPD basis set",
  "symbols": ["Hf", "Cl"],
  "xyz": [[-1.23437, 0.04599, 0.43755], [1.23437, -0.04599, -0.43755]],
  "forces_ev_per_angstrom": [[5.696, -0.212, -2.019], [-5.696, 0.212, 2.019]],
  "energy_ev": -13781.8600,
  "homo_lumo_gap_ev": 7.05,
  "charge": 3,
  "homo_ha": -1.0587,
  "e_lumo_ev": -21.76,
  "relative_energy_kj_mol": 205.3
}



{
  "formula": "ClHg2",
  "method": "ωB97M-V with the def2-TZVPD basis set",
  "symbols": ["Hg", "Hg", "Cl"],
  "xyz": [[0.92607, 0.83726, 0.82417], [-0.06050, -1.28596, -0.75138], [-0.86558, 0.44871, -0.07280]],
  "forces_ev_per_angstrom": [[7.379, 3.536, 4.792], [2.065, -8.755, -4.181], [-9.444, 5.218, -0.611]],
  "energy_ev": -20826.9069,
  "homo_lumo_gap_ev": 10.51,
  "charge": 3,
  "homo_ha": -1.1011,
  "e_lumo_ev": -19.45,
  "relative_energy_kj_mol": 375.0
}



{
  "formula": "ClI2P",
  "method": "ωB97M-V with the def2-TZVPD basis set",
  "symbols": ["P", "Cl", "I", "I"],
  "xyz": [[-0.31110, -0.42929, -0.61884], [-0.66687, -1.91929, 0.61422], [-1.78214, 1.55142, 0.04621], [2.76012, 0.79716, -0.04159]],
  "forces_ev_per_angstrom": [[0.494, 2.004, -0.522], [-0.219, -0.381, 0.754], [0.784, -1.195, -0.137], [-1.059, -0.427, -0.095]],
  "energy_ev": -38012.3435,
  "homo_lumo_gap_ev": [6.15, 7.36],
  "charge": 0,
  "homo_ha": [-0.3313, -0.3549],
  "e_lumo_ev": [-2.87, -2.30],
  "relative_energy_kj_mol": 136.4
}



{
  "formula": "ClMg",
  "method": "ωB97M-V with the def2-TZVPD basis set",
  "symbols": ["Mg", "Cl"],
  "xyz": [[15.42112, 4.87929, 13.08381], [14.89917, 8.58581, 13.05509]],
  "forces_ev_per_angstrom": [[-0.247, 1.752, -0.014], [0.247, -1.752, 0.014]],
  "energy_ev": -17956.0436,
  "homo_lumo_gap_ev": 4.72,
  "charge": 1,
  "homo_ha": -0.5228,
  "e_lumo_ev": -9.51,
  "relative_energy_kj_mol": 390.9
}



{
  "formula": "ClMgTi",
  "method": "ωB97M-V with the def2-TZVPD basis set",
  "symbols": ["Mg", "Ti", "Cl"],
  "xyz": [[-20.27185, -24.58043, 24.59830], [-16.46691, -22.72914, 25.90196], [-18.99650, -23.27869, 25.84111]],
  "forces_ev_per_angstrom": [[-0.105, -0.062, -0.048], [0.017, -0.001, -0.004], [0.088, 0.063, 0.051]],
  "energy_ev": -41061.6778,
  "multiplicity": 4,
  "homo_lumo_gap_ev": [3.42, 9.48],
  "charge": 2,
  "homo_ha": [-0.5435, -0.7688],
  "e_lumo_ev": [-11.37, -11.44]
}



{
  "formula": "ClMn2O4",
  "method": "ωB97M-V with the def2-TZVPD basis set",
  "symbols": ["Mn", "Mn", "Cl", "O", "O", "O", "O"],
  "xyz": [[-1.58432, -1.54720, 2.37552], [2.25411, 0.15782, -1.40542], [-0.17402, 0.31612, -0.17121], [0.06882, -0.19396, -1.54085], [0.68076, -0.50970, 0.69016], [0.29124, 1.66588, -0.21981], [-1.53657, 0.11103, 0.27161]],
  "forces_ev_per_angstrom": [[0.108, 0.800, -0.936], [-1.003, 0.078, -0.202], [0.326, 0.560, -0.564], [0.545, -0.503, -0.099], [0.258, -0.230, 0.576], [-0.326, -0.381, 0.777], [0.091, -0.324, 0.448]],
  "energy_ev": -83307.1511,
  "multiplicity": 11,
  "homo_lumo_gap_ev": [7.57, 7.66],
  "charge": 3,
  "homo_ha": [-0.8811, -0.8798],
  "e_lumo_ev": [-16.41, -16.28],
  "relative_energy_kj_mol": 86.5
}



{
  "formula": "ClN2O6Rb",
  "method": "ωB97M-V with the def2-TZVPD basis set",
  "symbols": ["Rb", "Cl", "N", "O", "O", "O", "N", "O", "O", "O"],
  "xyz": [[1.83301, -14.72941, -12.73390], [0.70619, -16.67892, -12.96355], [-0.58406, -13.41122, -11.82217], [-1.68853, -13.16540, -12.36213], [-0.48887, -13.38805, -10.65207], [0.22134, -13.90991, -12.51460], [3.06197, -15.78131, -10.22086], [2.10817, -15.36107, -9.54007], [3.91048, -16.70451, -9.89855], [3.12058, -15.37128, -11.36308]],
  "forces_ev_per_angstrom": [[13.763, 2.605, -8.920], [-4.440, -8.104, -1.130], [-7.122, -0.138, -1.191], [-1.562, 1.712, -0.394], [1.193, 1.148, 5.161], [-8.404, 5.927, -0.868], [0.529, -2.369, 0.923], [1.067, -0.694, 1.180], [-1.469, 1.371, 1.017], [6.447, -1.459, 4.221]],
  "energy_ev": -28429.0947,
  "homo_lumo_gap_ev": 5.14,
  "charge": -2,
  "homo_ha": -0.0233,
  "e_lumo_ev": 4.50,
  "relative_energy_kj_mol": 1041.1
}



{
  "formula": "ClNO2",
  "method": "ωB97M-V with the def2-TZVPD basis set",
  "symbols": ["N", "O", "O", "Cl"],
  "xyz": [[-0.59178, 2.18576, 0.32036], [0.52194, 3.04628, 1.30303], [-1.60539, 2.84309, 0.17790], [1.67523, -8.07512, -1.80130]],
  "forces_ev_per_angstrom": [[1.211, 4.731, 3.045], [-3.474, -2.880, -3.181], [2.248, -1.748, 0.163], [0.015, -0.103, -0.026]],
  "energy_ev": -18104.6008,
  "homo_lumo_gap_ev": [8.37, 8.37],
  "charge": -2,
  "homo_ha": [-0.0642, -0.0641],
  "e_lumo_ev": [6.62, 6.62],
  "relative_energy_kj_mol": 173.7
}



{
  "formula": "ClNi",
  "method": "ωB97M-V with the def2-TZVPD basis set",
  "symbols": ["Ni", "Cl"],
  "xyz": [[0.17480, 1.14051, 0.61702], [-0.17480, -1.14051, -0.61702]],
  "forces_ev_per_angstrom": [[-0.302, -1.968, -1.064], [0.302, 1.968, 1.064]],
  "energy_ev": -53562.5149,
  "multiplicity": 4,
  "homo_lumo_gap_ev": [8.91, 7.10],
  "charge": 0,
  "homo_ha": [-0.3283, -0.3710],
  "e_lumo_ev": [-0.02, -3.00],
  "relative_energy_kj_mol": 57.4
}



{
  "formula": "ClPt",
  "method": "ωB97M-V with the def2-TZVPD basis set",
  "symbols": ["Pt", "Cl"],
  "xyz": [[-1.08416, 0.09943, 0.38184], [1.08416, -0.09943, -0.38184]],
  "forces_ev_per_angstrom": [[2.779, -0.255, -0.980], [-2.779, 0.255, 0.980]],
  "energy_ev": -15756.6491,
  "multiplicity": 3,
  "homo_lumo_gap_ev": [9.37, 7.32],
  "charge": 1,
  "homo_ha": [-0.6531, -0.6393],
  "e_lumo_ev": [-8.40, -10.07],
  "relative_energy_kj_mol": 0.0
}



{
  "formula": "ClZn",
  "method": "ωB97M-V with the def2-TZVPD basis set",
  "symbols": ["Zn", "Cl"],
  "xyz": [[-0.30190, -0.76709, -1.30573], [0.30189, 0.76709, 1.30574]],
  "forces_ev_per_angstrom": [[0.497, 1.264, 2.151], [-0.497, -1.264, -2.151]],
  "energy_ev": -60928.5450,
  "homo_lumo_gap_ev": 5.94,
  "charge": 1,
  "homo_ha": -0.5978,
  "e_lumo_ev": -10.33,
  "relative_energy_kj_mol": 266.3
}



{
  "formula": "ClZn3",
  "method": "ωB97M-V with the def2-TZVPD basis set",
  "symbols": ["Zn", "Zn", "Zn", "Cl"],
  "xyz": [[24.10618, -3.61040, -32.77827], [22.60425, -6.36557, -32.10944], [21.14186, -4.05147, -31.09211], [22.62536, -4.62757, -31.90129]],
  "forces_ev_per_angstrom": [[6.508, 4.910, -3.676], [0.176, -18.691, -2.260], [-13.527, 6.165, 7.613], [6.844, 7.617, -1.677]],
  "energy_ev": -157678.6399,
  "homo_lumo_gap_ev": 14.42,
  "charge": 5,
  "homo_ha": -1.5860,
  "e_lumo_ev": -28.74
}